[1]
{"formula": "C5H9N2PS", "method": "wB97M-V/def2-TZVPD", "species": ["C", "C", "C", "P", "N", "C", "N", "H", "H", "H", "H", "H", "H", "H", "C", "S", "H", "H"], "coordinates": [[-2.562, 1.331, -0.320], [-1.317, 0.492, 0.054], [0.054, 0.857, -0.031], [1.011, -0.475, 0.445], [-0.439, -1.381, 0.811], [-0.558, -2.766, 1.035], [-1.575, -0.691, 0.567], [-2.457, 2.402, -0.306], [-3.344, 0.873, 0.431], [-2.891, 0.993, -1.308], [0.378, 1.852, -0.299], [0.383, -3.099, 1.408], [-1.341, -3.117, 1.669], [-0.642, -3.347, 0.087], [3.866, 1.567, -1.192], [3.989, 0.917, 0.326], [2.872, 1.624, -1.539], [4.573, 1.968, -1.838]], "molar_mass_g_mol": 160.18, "homo_energy_ev": [-8.60, -8.60], "total_energy_ev": -28432.8309, "de_lowest_kj_mol": 0.0}

***

[2]
{"formula": "C3H9NO2", "method": "wB97M-V/def2-TZVPD", "species": ["C", "C", "C", "N", "O", "O", "H", "H", "H", "H", "H", "H", "H", "H", "H"], "coordinates": [[0.513, -0.818, -0.274], [1.416, 0.383, 0.246], [-2.928, 0.537, -0.004], [2.827, 0.115, 0.245], [-0.777, -0.383, -0.202], [-1.962, 1.314, 0.359], [3.093, -0.640, 0.864], [3.203, -0.055, -0.679], [0.840, -1.045, -1.301], [0.720, -1.682, 0.377], [1.196, 1.241, -0.388], [1.079, 0.618, 1.254], [-2.221, -0.487, -0.342], [-3.438, 0.783, -0.950], [-3.562, 0.120, 0.796]], "molar_mass_g_mol": 91.11, "homo_energy_ev": [-9.11, -9.11], "total_energy_ev": -8836.3930, "de_lowest_kj_mol": 633.2}

***

[3]
{"formula": "C3H7N3O2", "method": "wB97M-V/def2-TZVPD", "species": ["C", "C", "N", "N", "N", "O", "C", "O", "H", "H", "H", "H", "H", "H", "H"], "coordinates": [[-2.084, -0.564, -0.095], [-0.776, -0.064, -0.590], [-0.032, 1.122, 0.589], [1.328, 1.473, 0.284], [1.647, 0.265, -0.404], [2.898, -0.321, -0.287], [0.480, -0.527, 0.043], [0.617, -1.702, 0.447], [-2.250, -1.582, -0.473], [-2.902, 0.069, -0.456], [-2.134, -0.617, 0.994], [-0.710, 0.149, -1.658], [-0.248, 1.052, 1.583], [1.385, 2.222, -0.410], [2.781, -0.973, 0.434]], "molar_mass_g_mol": 117.11, "homo_energy_ev": -8.66, "total_energy_ev": -11783.6156, "de_lowest_kj_mol": 742.7}

***

[4]
{"formula": "C4H5NO2", "method": "wB97M-V/def2-TZVPD", "species": ["O", "C", "C", "C", "N", "C", "O", "H", "H", "H", "H", "H"], "coordinates": [[-1.371, 0.223, 1.133], [-1.583, -0.373, -0.116], [-0.537, 0.370, -0.794], [-0.308, 1.033, 0.560], [3.021, -0.214, 0.520], [2.382, -1.076, 0.096], [-0.432, -1.050, -0.560], [-2.558, -0.776, -0.362], [-0.411, 0.740, -1.803], [-0.586, 2.088, 0.576], [0.660, 0.864, 1.035], [1.722, -1.829, -0.286]], "molar_mass_g_mol": 99.09, "homo_energy_ev": -10.44, "total_energy_ev": -9810.6351, "de_lowest_kj_mol": 355.0}

***

[5]
{"formula": "C6H9N", "method": "wB97M-V/def2-TZVPD", "species": ["C", "C", "C", "C", "N", "C", "C", "H", "H", "H", "H", "H", "H", "H", "H", "H"], "coordinates": [[0.004, -1.745, -1.191], [-0.277, -0.636, -0.143], [-1.054, -0.963, 1.063], [-1.313, 0.303, 1.679], [-0.583, 1.216, 0.989], [0.217, 0.663, -0.035], [1.404, 1.371, -0.555], [0.892, -1.362, -1.856], [0.398, -2.730, -0.800], [-0.837, -1.745, -1.921], [-1.571, -1.916, 1.295], [-2.068, 0.833, 2.278], [-0.372, 2.193, 1.275], [1.763, 0.910, -1.495], [2.197, 1.196, 0.259], [1.199, 2.412, -0.842]], "molar_mass_g_mol": 95.14, "homo_energy_ev": -7.73, "total_energy_ev": -7856.7527, "de_lowest_kj_mol": 135.7}

***

[6]
{"formula": "C26H21O5S", "method": "wB97M-V/def2-TZVPD", "species": ["C", "C", "C", "C", "C", "C", "C", "O", "C", "C", "C", "C", "C", "C", "C", "C", "C", "O", "H", "H", "H", "H", "H", "H", "H", "H", "H", "H", "C", "C", "O", "C", "C", "S", "C", "C", "C", "C", "C", "C", "O", "O", "H", "H", "H", "H", "H", "H", "H", "H", "H", "H", "H"], "coordinates": [[-5.936, -0.221, -2.188], [-5.230, 0.771, -1.497], [-3.848, 0.673, -1.431], [-3.167, -0.386, -2.062], [-3.855, -1.348, -2.787], [-5.250, -1.271, -2.837], [-1.701, -0.254, -1.874], [-0.806, -0.955, -2.344], [-1.529, 0.960, -1.011], [-0.317, 1.472, -0.686], [-0.107, 2.717, 0.031], [-0.807, 2.975, 1.231], [-0.639, 4.178, 1.906], [0.223, 5.152, 1.387], [0.950, 4.902, 0.215], [0.807, 3.686, -0.449], [-2.878, 1.601, -0.782], [-3.150, 2.663, -0.225], [-7.028, -0.181, -2.222], [-5.727, 1.606, -0.998], [-3.293, -2.139, -3.282], [-5.816, -2.029, -3.378], [0.566, 0.966, -1.076], [-1.479, 2.207, 1.609], [-1.217, 4.350, 2.814], [0.303, 6.111, 1.896], [1.608, 5.671, -0.196], [1.350, 3.468, -1.373], [3.032, -2.589, -3.731], [2.373, -1.572, -2.831], [1.968, -2.194, -1.580], [1.691, -1.304, -0.583], [0.723, -1.876, 0.328], [0.347, -1.234, 1.822], [1.746, -1.613, 2.928], [2.772, -0.680, 3.110], [3.761, -0.935, 4.063], [3.743, -2.132, 4.793], [2.730, -3.075, 4.570], [1.732, -2.811, 3.640], [-0.765, -2.035, 2.407], [2.219, -0.188, -0.486], [3.095, -2.174, -4.744], [4.057, -2.796, -3.400], [2.472, -3.528, -3.783], [3.061, -0.756, -2.595], [1.465, -1.181, -3.300], [0.291, -2.840, 0.094], [2.755, 0.236, 2.522], [4.543, -0.191, 4.230], [4.522, -2.339, 5.527], [2.717, -4.012, 5.126], [0.922, -3.525, 3.487]], "molar_mass_g_mol": 445.52, "homo_energy_ev": -3.35, "total_energy_ev": -48375.3691, "charge": -1, "de_lowest_kj_mol": 0.0}

***

[7]
{"formula": "C12H10BBr2F4MnN2O4", "method": "wB97M-V/def2-TZVPD", "species": ["Mn", "Br", "Br", "B", "F", "F", "F", "F", "C", "C", "C", "C", "C", "C", "N", "O", "O", "H", "H", "H", "H", "H", "C", "C", "C", "C", "C", "C", "N", "O", "O", "H", "H", "H", "H", "H"], "coordinates": [[0.163, -1.400, -0.426], [1.226, -3.725, -0.520], [1.441, 0.176, 1.077], [-1.722, -0.671, -2.233], [-1.174, -1.971, -1.936], [-1.642, -0.400, -3.578], [-3.012, -0.576, -1.733], [-0.872, 0.219, -1.458], [3.312, 3.787, -3.388], [2.193, 3.359, -2.691], [1.948, 2.004, -2.531], [2.852, 1.116, -3.088], [3.971, 1.519, -3.780], [4.206, 2.878, -3.933], [2.616, -0.327, -2.909], [1.630, -0.622, -2.268], [3.406, -1.106, -3.397], [3.517, 4.851, -3.448], [1.509, 4.071, -2.250], [1.096, 1.648, -1.971], [4.613, 0.768, -4.218], [5.100, 3.207, -4.445], [-2.706, -0.834, 5.760], [-1.690, -0.338, 4.948], [-1.606, -0.725, 3.621], [-2.571, -1.574, 3.120], [-3.585, -2.090, 3.907], [-3.638, -1.723, 5.241], [-2.496, -1.945, 1.708], [-3.480, -2.392, 1.171], [-1.411, -1.756, 1.187], [-2.733, -0.507, 6.791], [-0.911, 0.325, 5.303], [-0.823, -0.361, 2.963], [-4.298, -2.801, 3.513], [-4.427, -2.086, 5.887]], "multiplicity": 6, "molar_mass_g_mol": 547.77, "homo_energy_ev": [-5.21, -5.44], "total_energy_ev": -206735.4405, "charge": -1, "de_lowest_kj_mol": 0.0}

***

[8]
{"formula": "C4H11N2O2", "method": "wB97M-V/def2-TZVPD", "species": ["C", "C", "C", "C", "N", "N", "O", "O", "H", "H", "H", "H", "H", "H", "H", "H", "H", "H", "H"], "coordinates": [[0.810, 0.871, -1.711], [1.387, 0.015, -0.625], [0.664, -1.201, 1.535], [0.370, -0.671, 0.178], [-1.801, -1.394, -0.745], [-0.811, -0.970, -0.230], [-2.930, -0.558, -0.451], [-0.746, 1.460, 1.531], [1.363, 1.862, -1.581], [1.151, 0.642, -2.712], [-0.240, 1.100, -1.762], [-0.717, 2.261, 0.939], [2.205, 0.365, 0.057], [2.026, -0.787, -1.179], [0.512, -2.273, 1.507], [1.654, -0.831, 1.713], [-0.109, -0.751, 2.203], [-3.581, -0.995, -1.017], [-1.207, 1.853, 2.350]], "molar_mass_g_mol": 119.14, "homo_energy_ev": -15.17, "total_energy_ev": -11390.9500, "charge": 1, "de_lowest_kj_mol": 499.2}